(1)
{"formula": "C20H12Cl2N3O9Ta", "method": "ωB97M-V/def2-TZVPD", "e_above_lowest_kj_mol": 46.2, "lumo_energy_ev": -8.403, "orbital_gap_ev": 7.045, "total_charge": 2, "species": ["Ta", "O", "C", "O", "C", "C", "C", "C", "C", "C", "O", "N", "O", "O", "N", "O", "O", "H", "H", "Cl", "C", "C", "C", "Cl", "C", "O", "C", "C", "O", "C", "H", "H", "H", "C", "C", "C", "C", "N", "C", "C", "H", "H", "H", "H", "H", "H", "H"], "positions_angstrom": [[-0.1851, -0.1724, -0.0944], [-0.8864, -0.1244, 3.8107], [-0.8173, -0.7283, 2.8049], [0.0241, -0.3153, 1.7533], [-1.6180, -1.9403, 2.4345], [-2.0586, -2.8002, 3.4268], [-2.7692, -3.9134, 3.0607], [-3.0192, -4.2417, 1.7467], [-2.5759, -3.3876, 0.7685], [-1.9499, -2.2037, 1.1075], [-1.6546, -1.2469, 0.1351], [-2.7037, -3.8114, -0.6444], [-3.6792, -4.4573, -0.9379], [-1.8348, -3.4285, -1.4097], [-3.2548, -4.8288, 4.1247], [-3.8637, -5.8117, 3.7599], [-2.9986, -4.5109, 5.2668], [-1.8408, -2.6043, 4.4684], [-3.5418, -5.1544, 1.4944], [4.4198, 0.0894, -5.9284], [3.1917, 0.0504, -4.7401], [1.8569, 0.0337, -5.1296], [0.8396, 0.0045, -4.1853], [-0.8143, -0.0176, -4.6522], [1.1725, -0.0113, -2.8561], [0.2209, -0.0447, -1.8785], [2.5032, -0.0041, -2.4535], [2.8281, -0.0586, -1.0597], [2.0099, -0.1013, -0.0995], [3.5204, 0.0291, -3.4030], [1.6036, 0.0387, -6.1821], [3.8817, -0.0663, -0.7832], [4.5599, 0.0316, -3.0934], [-3.6827, 5.2614, -0.0373], [-2.8730, 4.0047, -0.0677], [-2.3676, 3.4797, -1.2591], [-1.5947, 2.3509, -1.2478], [-1.2987, 1.7091, -0.0914], [-1.7919, 2.1952, 1.0796], [-2.5701, 3.3167, 1.1129], [-3.7827, 5.7126, -1.0215], [-3.2204, 5.9837, 0.6396], [-4.6803, 5.0593, 0.3605], [-2.5786, 3.9583, -2.2069], [-1.1997, 1.9354, -2.1633], [-1.5309, 1.6792, 1.9922], [-2.9392, 3.6663, 2.0694]], "atomic_forces_ev_per_a": [[-0.453, 2.150, 1.149], [0.199, 0.227, 0.247], [-0.422, -0.446, -0.470], [0.482, 0.046, 1.018], [0.087, 0.407, -0.243], [0.192, 0.240, 0.261], [-0.174, -0.331, 0.148], [-0.150, -0.299, 0.133], [0.103, -0.142, -0.469], [0.290, 0.332, -0.179], [-0.093, -1.242, -0.082], [-0.645, 0.530, -0.289], [0.384, -0.010, 0.180], [0.087, -0.134, 0.216], [-0.117, -0.276, 0.276], [0.216, 0.367, 0.092], [-0.080, -0.084, -0.374], [-0.018, -0.004, 0.019], [-0.007, -0.034, -0.018], [0.014, 0.002, -0.023], [0.079, 0.001, -0.226], [-0.069, -0.003, -0.167], [-0.411, 0.005, -0.356], [0.118, 0.022, -0.004], [-0.582, -0.008, 0.480], [0.325, -0.278, -2.229], [0.204, -0.050, 0.711], [-0.160, 0.025, 0.007], [-0.688, -0.202, -0.042], [0.488, -0.018, 0.108], [-0.002, 0.008, 0.003], [0.111, 0.028, 0.047], [-0.056, 0.002, -0.030], [0.018, -0.097, 0.035], [-0.082, 0.233, 0.003], [-0.088, 0.126, -0.101], [-0.018, 0.002, 0.005], [0.850, -1.069, 0.160], [0.028, 0.048, -0.046], [-0.097, 0.104, 0.095], [0.015, -0.039, 0.014], [0.009, -0.026, -0.029], [0.026, -0.035, -0.021], [0.021, 0.001, 0.042], [0.001, -0.049, 0.008], [0.037, -0.040, -0.016], [0.030, 0.010, -0.045]], "lowdin_charge": [2.01, 0.23, -0.43, -0.20, -0.04, 0.11, -0.08, 0.13, -0.04, -0.16, -0.19, -0.33, 0.16, 0.09, -0.33, 0.13, 0.12, 0.16, 0.16, 0.80, -0.63, -0.04, -0.56, 0.80, -0.28, -0.26, -0.12, -0.04, -0.09, 0.00, 0.13, 0.17, 0.14, 0.00, -0.19, 0.03, -0.07, -0.09, -0.06, 0.03, 0.10, 0.11, 0.11, 0.14, 0.11, 0.11, 0.15]}

---

(2)
{"formula": "C20H12ClN2O6Tc", "method": "ωB97M-V/def2-TZVPD", "e_above_lowest_kj_mol": 264.5, "lumo_energy_ev": [2.484, 2.307], "orbital_gap_ev": [6.329, 5.991], "total_charge": -1, "multiplicity": 2, "species": ["Tc", "O", "C", "O", "C", "C", "C", "C", "C", "N", "C", "O", "O", "H", "H", "H", "Cl", "C", "C", "C", "C", "O", "C", "C", "O", "C", "H", "H", "H", "H", "N", "C", "C", "C", "C", "C", "C", "H", "H", "H", "H", "H"], "positions_angstrom": [[-0.1485, 0.2934, -0.2709], [2.7738, -3.0899, -0.8737], [1.7802, -2.4208, -0.6977], [1.2148, -1.8112, -1.7331], [1.2148, -2.2796, 0.6875], [1.5157, -3.2515, 1.6306], [0.9527, -3.1570, 2.8941], [0.0448, -2.1405, 3.1513], [-0.2152, -1.2136, 2.1595], [0.4312, -1.2345, 0.9811], [-1.3946, -0.2586, 2.2147], [-2.0090, -0.1155, 3.2578], [-1.6990, 0.2325, 1.0600], [2.1806, -4.0548, 1.3512], [1.1887, -3.8940, 3.6506], [-0.4984, -2.0506, 4.0815], [-0.6802, 7.6837, 0.5605], [-0.3822, 5.9637, 0.6292], [0.2854, 5.4302, 1.7478], [0.5357, 4.0918, 1.8263], [0.1376, 3.1795, 0.7963], [0.4144, 1.9420, 0.9336], [-0.5473, 3.7502, -0.3195], [-0.9826, 2.9782, -1.4418], [-0.9099, 1.7542, -1.5950], [-0.7846, 5.1424, -0.3791], [0.5950, 6.0965, 2.5428], [1.0443, 3.6667, 2.6813], [-1.4280, 3.5530, -2.2668], [-1.2956, 5.5495, -1.2435], [-0.1274, -1.1599, -1.6301], [-0.9162, -1.6833, -2.6255], [-0.5412, -2.6847, -3.5305], [-1.4445, -3.1305, -4.4852], [-2.7231, -2.6055, -4.5772], [-3.0975, -1.6106, -3.6755], [-2.2202, -1.1561, -2.7148], [0.4514, -3.1066, -3.4881], [-1.1309, -3.9073, -5.1737], [-3.4170, -2.9646, -5.3263], [-4.0935, -1.1856, -3.7196], [-2.5134, -0.3916, -2.0063]], "atomic_forces_ev_per_a": [[-0.303, -0.354, 0.238], [-0.008, 0.023, -0.069], [0.034, 0.010, 0.170], [-0.155, -0.122, -0.081], [-0.044, 0.024, -0.013], [-0.074, 0.083, 0.004], [0.033, -0.048, 0.013], [-0.036, 0.059, -0.066], [0.049, -0.060, 0.049], [0.013, 0.184, -0.189], [0.007, -0.063, 0.054], [0.011, 0.007, 0.001], [-0.006, 0.129, -0.004], [0.008, -0.001, -0.013], [-0.011, 0.002, 0.013], [0.005, -0.018, 0.008], [-0.017, 0.044, -0.024], [0.012, -0.047, 0.012], [-0.005, -0.022, -0.015], [0.001, -0.018, -0.034], [-0.069, 0.039, 0.135], [0.151, -0.069, -0.153], [0.054, 0.053, -0.035], [-0.073, -0.093, 0.018], [0.003, 0.132, -0.079], [0.018, -0.022, 0.026], [0.002, -0.008, 0.010], [0.000, 0.007, 0.009], [-0.022, 0.012, -0.019], [-0.005, 0.010, -0.005], [0.550, 0.045, 0.129], [-0.133, 0.131, -0.044], [0.038, -0.008, 0.015], [-0.034, -0.017, -0.045], [-0.003, -0.015, -0.001], [0.003, -0.008, -0.024], [0.008, -0.011, 0.002], [0.001, 0.014, 0.014], [-0.001, -0.003, -0.001], [-0.001, 0.004, -0.003], [-0.004, -0.005, 0.000], [0.001, -0.003, -0.003]], "mulliken_spin": [1.00, 0.00, 0.01, 0.00, 0.00, 0.01, -0.01, 0.00, 0.00, -0.04, 0.00, 0.01, -0.01, 0.00, 0.00, 0.00, 0.00, 0.01, 0.00, 0.02, -0.01, -0.03, 0.00, 0.00, 0.01, -0.01, 0.00, 0.00, 0.00, 0.00, 0.02, -0.02, 0.02, -0.01, 0.02, -0.01, 0.03, 0.00, 0.00, 0.00, 0.00, 0.00]}

---

(3)
{"formula": "C20H13Cl5CrF6N2O7", "method": "ωB97M-V/def2-TZVPD", "e_above_lowest_kj_mol": 24.2, "lumo_energy_ev": [1.625, 1.609], "orbital_gap_ev": [7.661, 7.154], "total_charge": -1, "multiplicity": 2, "species": ["Cr", "O", "C", "C", "C", "C", "C", "C", "C", "O", "N", "O", "O", "H", "H", "H", "H", "N", "C", "C", "C", "O", "O", "H", "H", "H", "H", "H", "H", "Cl", "C", "C", "C", "Cl", "C", "Cl", "C", "Cl", "C", "Cl", "C", "C", "O", "C", "F", "F", "F", "C", "F", "F", "F", "H", "H", "H"], "positions_angstrom": [[-0.1605, 0.3640, 0.0294], [-0.4097, -1.6207, 0.0516], [-0.9609, -2.4155, -0.7135], [-1.6525, -2.0423, -1.9142], [-2.2718, -3.0294, -2.6905], [-2.9901, -2.6575, -3.7983], [-3.1337, -1.3067, -4.1631], [-2.5479, -0.3334, -3.4076], [-1.7714, -0.6649, -2.2553], [-1.2170, 0.2716, -1.5818], [-3.6269, -3.6832, -4.6107], [-4.2717, -3.3260, -5.5823], [-3.4801, -4.8459, -4.2748], [-0.9538, -3.4789, -0.4359], [-2.1875, -4.0721, -2.4225], [-3.7122, -1.0624, -5.0415], [-2.6409, 0.7122, -3.6602], [2.6019, 1.9286, 2.0998], [2.2833, 3.3397, 2.1894], [1.5761, 3.8353, 0.9277], [0.1647, 3.2654, 0.8112], [-0.7833, 3.8049, 1.3595], [0.0709, 2.2186, 0.0608], [1.7706, 1.3563, 2.1668], [3.2118, 1.6572, 2.8616], [3.2256, 3.8880, 2.2909], [1.6607, 3.6082, 3.0593], [2.1641, 3.5728, 0.0501], [1.4753, 4.9229, 0.9965], [1.0352, 1.8071, -2.7157], [2.0908, 0.6352, -1.9814], [1.6895, -0.0131, -0.8253], [2.6197, -0.8856, -0.2813], [2.2494, -1.7228, 1.1932], [3.8667, -1.1354, -0.8548], [4.9838, -2.2500, -0.1504], [4.2223, -0.4746, -2.0277], [5.7538, -0.7686, -2.7696], [3.3273, 0.4250, -2.5938], [3.7821, 1.2588, -4.0396], [-1.0446, 1.2499, 3.7881], [-0.9006, 0.0218, 2.8740], [0.0348, 0.2327, 1.8964], [-0.4615, -1.1884, 3.7208], [-1.4329, -1.5473, 4.5919], [0.6289, -0.8946, 4.4501], [-0.1664, -2.2691, 2.9940], [-2.2884, -0.2828, 2.2564], [-3.3034, -0.0015, 3.0725], [-2.4679, -1.5483, 1.8716], [-2.4822, 0.4855, 1.1445], [-0.0559, 1.4874, 4.1692], [-1.7253, 1.0836, 4.6248], [-1.3881, 2.0885, 3.1893]], "atomic_forces_ev_per_a": [[0.138, 0.324, -0.510], [-0.303, -0.794, -0.279], [0.159, 0.383, 0.236], [-0.075, -0.127, -0.021], [0.043, 0.295, -0.007], [-0.011, -0.056, -0.011], [0.063, 0.020, 0.103], [0.087, -0.106, 0.098], [-0.001, 0.047, -0.187], [-0.239, -0.087, 0.301], [0.052, 0.028, 0.063], [0.023, -0.073, 0.044], [-0.074, -0.029, -0.095], [0.009, 0.008, -0.026], [-0.002, -0.062, 0.009], [-0.006, -0.001, -0.010], [0.004, 0.048, -0.010], [0.283, -0.144, 0.118], [-0.027, 0.295, -0.018], [-0.174, 0.251, 0.211], [-0.149, 0.302, -0.046], [0.097, 0.003, 0.253], [0.168, -0.121, -0.052], [-0.173, -0.170, -0.049], [-0.026, -0.046, -0.034], [-0.062, 0.009, -0.003], [0.036, -0.028, -0.062], [-0.001, -0.077, -0.031], [0.021, -0.086, -0.039], [0.176, -0.001, -0.235], [0.043, 0.371, -0.391], [-0.352, -0.011, 0.249], [0.262, -0.364, 0.211], [0.277, -0.052, 0.024], [0.069, 0.069, -0.124], [-0.053, 0.016, 0.039], [-0.060, -0.043, 0.088], [-0.031, 0.003, 0.031], [0.078, -0.025, -0.035], [-0.096, 0.008, 0.049], [0.069, -0.140, -0.023], [0.036, 0.310, -0.092], [-0.124, -0.118, 0.203], [0.013, -0.148, 0.075], [-0.009, -0.017, 0.073], [-0.053, 0.031, -0.074], [-0.030, 0.046, 0.060], [-0.335, 0.240, -0.355], [-0.243, 0.141, 0.357], [0.091, -0.314, -0.105], [0.314, -0.113, 0.198], [0.087, 0.044, 0.020], [0.062, -0.042, -0.090], [-0.049, 0.103, -0.102]], "mulliken_spin": [1.06, -0.03, 0.00, 0.00, 0.00, 0.00, 0.00, 0.00, 0.00, 0.00, 0.00, 0.00, 0.00, 0.00, 0.00, 0.00, 0.00, 0.00, 0.00, 0.00, 0.00, 0.01, -0.01, 0.00, 0.00, 0.00, 0.00, 0.00, 0.00, 0.00, 0.02, -0.06, 0.02, 0.00, -0.01, 0.00, 0.01, 0.00, -0.01, 0.00, 0.00, -0.01, -0.01, 0.00, 0.00, 0.00, 0.00, 0.00, 0.00, 0.00, 0.00, 0.00, 0.00, 0.00]}